(1)
# C41H69BFN10O2P

A 10-piece molecular cluster, C41H69BFN10O2P overall (ωB97M-V with the def2-TZVPD basis set, the OMol25 dataset).

Last column: Mulliken charge in e.
Atoms and positions in Å:
O1 11.713 -5.864 -4.788  -0.449
P1 11.856 -5.328 -6.343  0.037
O2 11.817 -3.675 -6.165  -0.459
B1 10.029 -5.627 -7.018  0.592
F1 9.938 -6.303 -8.143  -0.224
C1 8.783 -5.062 -6.273  0.080
C2 8.205 -3.839 -6.645  -0.319
C3 7.136 -3.397 -5.889  -0.449
C4 6.651 -4.122 -4.814  -0.336
N1 7.165 -5.300 -4.467  -0.226
C5 8.201 -5.728 -5.191  -0.752
H1 10.932 -5.467 -4.371  0.346
H2 10.908 -3.362 -6.259  0.348
H3 8.580 -3.262 -7.478  0.514
H4 6.670 -2.451 -6.126  0.367
H5 5.829 -3.735 -4.230  0.436
H6 8.621 -6.687 -4.904  0.461
C6 3.961 -9.136 -1.681  -1.165
C7 5.173 -9.027 -2.600  -0.443
C8 6.166 -7.948 -2.152  -0.240
C9 5.545 -6.627 -2.144  0.375
N2 5.034 -5.602 -2.137  -0.488
H7 3.385 -8.210 -1.672  0.340
H8 3.298 -9.933 -2.017  0.345
H9 4.264 -9.360 -0.657  0.294
H10 4.840 -8.812 -3.617  0.298
H11 5.693 -9.986 -2.630  0.333
H12 7.022 -7.913 -2.827  0.040
H13 6.537 -8.163 -1.149  0.330
C10 3.107 -1.954 -3.263  -1.142
C11 1.826 -2.001 -4.088  -0.045
C12 1.805 -3.161 -5.090  -0.551
C13 2.910 -3.040 -6.040  0.229
N3 3.774 -2.923 -6.785  -0.494
H14 3.985 -1.793 -3.892  0.371
H15 3.066 -1.134 -2.546  0.289
H16 3.252 -2.881 -2.705  0.300
H17 1.706 -1.055 -4.623  0.130
H18 0.972 -2.098 -3.416  0.184
H19 0.869 -3.167 -5.649  0.363
H20 1.894 -4.119 -4.574  0.378
C14 -1.752 1.265 -2.242  -1.206
C15 -0.928 1.684 -1.030  -0.271
C16 0.408 0.936 -0.932  -0.380
C17 0.194 -0.506 -0.806  0.319
N4 0.012 -1.633 -0.692  -0.578
H21 -2.027 0.210 -2.192  0.318
H22 -2.676 1.841 -2.291  0.348
H23 -1.201 1.431 -3.170  0.330
H24 -1.508 1.516 -0.121  0.122
H25 -0.721 2.753 -1.083  0.341
H26 0.971 1.274 -0.062  0.362
H27 1.016 1.119 -1.820  0.296
C18 -4.547 -2.754 2.546  -1.012
C19 -3.366 -2.691 1.583  -0.509
C20 -2.333 -1.627 1.972  0.058
C21 -2.930 -0.292 1.968  0.305
N5 -3.397 0.755 1.944  -0.640
H28 -5.106 -1.818 2.558  0.342
H29 -5.241 -3.542 2.252  0.197
H30 -4.216 -2.964 3.565  0.320
H31 -3.731 -2.489 0.574  0.290
H32 -2.868 -3.661 1.555  0.354
H33 -1.503 -1.627 1.267  -0.054
H34 -1.932 -1.830 2.967  0.372
C22 -0.177 0.318 -9.348  -1.151
C23 1.319 0.358 -9.640  -0.506
C24 2.174 -0.039 -8.430  -0.101
C25 1.943 0.873 -7.308  0.274
N6 1.756 1.580 -6.425  -0.500
H35 -0.449 1.030 -8.567  0.358
H36 -0.747 0.577 -10.240  0.337
H37 -0.487 -0.678 -9.026  0.289
H38 1.597 1.362 -9.966  0.312
H39 1.546 -0.321 -10.462  0.318
H40 3.232 -0.011 -8.688  0.282
H41 1.941 -1.052 -8.101  0.071
C26 -2.435 4.195 6.343  -0.990
C27 -3.022 3.506 5.116  -0.520
C28 -2.524 2.067 4.937  0.032
C29 -1.072 2.031 4.764  0.287
N7 0.065 2.006 4.617  -0.490
H42 -1.350 4.284 6.270  0.346
H43 -2.840 5.202 6.448  0.133
H44 -2.671 3.644 7.255  0.311
H45 -2.778 4.085 4.223  0.296
H46 -4.110 3.488 5.197  0.343
H47 -2.983 1.617 4.058  -0.102
H48 -2.788 1.463 5.807  0.328
C30 -3.253 8.817 5.489  -1.082
C31 -4.702 8.370 5.639  -0.455
C32 -5.270 8.643 7.036  -0.247
C33 -4.512 7.930 8.066  0.241
N8 -3.921 7.368 8.871  -0.456
H49 -2.592 8.271 6.164  0.352
H50 -2.903 8.637 4.473  0.367
H51 -3.151 9.884 5.697  0.161
H52 -4.771 7.304 5.413  0.278
H53 -5.317 8.895 4.907  0.348
H54 -6.310 8.323 7.094  0.324
H55 -5.234 9.711 7.258  0.120
C34 -7.066 -6.953 2.419  -1.146
C35 -6.164 -7.279 3.604  -0.404
C36 -6.719 -6.761 4.936  -0.404
C37 -6.861 -5.304 4.916  0.255
N9 -6.964 -4.163 4.901  -0.422
H56 -7.167 -5.876 2.281  0.320
H57 -6.651 -7.365 1.499  0.317
H58 -8.064 -7.374 2.557  0.342
H59 -5.173 -6.854 3.434  0.283
H60 -6.039 -8.361 3.678  0.312
H61 -6.053 -7.028 5.757  0.277
H62 -7.696 -7.200 5.141  0.282
C38 -3.049 12.344 8.131  -0.653
C39 -3.319 13.766 7.654  -0.457
C40 -4.738 13.951 7.104  -0.444
C41 -4.979 13.081 5.952  0.281
N10 -5.166 12.402 5.048  -0.443
H63 -3.126 11.628 7.312  -0.082
H64 -2.043 12.261 8.542  0.357
H65 -3.754 12.049 8.911  0.303
H66 -2.594 14.034 6.884  0.292
H67 -3.175 14.460 8.484  0.317
H68 -4.896 14.983 6.791  0.307
H69 -5.477 13.718 7.872  0.280

Results
2S+1: 1
electronic energy: -75315.6122 eV
total charge: 0
LUMO: 0.0 eV
HOMO: -8.7 eV

---

(2)
# C41H70ClIO19P2S

A 7-piece molecular cluster, C41H70ClIO19P2S overall (ωB97M-V with the def2-TZVPD basis set, the OMol25 dataset).

Last column: Mulliken charge in e.
Atoms and positions in Å:
C1 -0.785 4.473 3.221  -0.509
C2 -2.223 3.930 3.855  -0.596
C3 -2.754 2.529 3.183  -0.107
C4 -4.068 2.738 2.173  -0.750
C5 -3.663 3.520 0.790  0.463
C6 -4.484 3.032 -0.548  -0.234
C7 -4.555 1.403 -0.750  -0.978
C8 -3.060 0.667 -0.659  0.315
C9 -2.329 0.643 -2.162  -0.694
C10 -0.795 0.065 -2.131  -0.254
P1 -0.601 -1.369 -0.833  -0.126
P2 -1.673 -3.157 -1.472  0.840
O1 -2.118 -3.933 -0.133  -0.681
O2 -3.089 -2.726 -2.402  -0.495
O3 -0.526 -4.101 -2.436  -0.459
O4 -0.760 -0.732 -3.402  -0.358
S1 0.837 -0.811 -4.064  1.181
O5 0.578 -0.232 -5.507  -0.597
O6 1.463 -2.241 -4.148  -0.569
O7 1.506 0.276 -2.906  -0.509
C11 0.471 1.147 -2.257  0.697
C12 0.240 2.279 -3.419  -0.963
C13 0.085 3.818 -2.878  -0.692
C14 -1.404 4.216 -2.320  0.214
I1 0.411 5.111 -4.668  -0.042
C15 1.248 1.550 -0.859  -0.935
Cl1 0.177 2.447 0.359  0.373
C16 2.721 2.296 -1.127  0.136
C17 2.953 3.594 -0.122  -1.055
H1 -0.530 5.580 3.547  0.335
H2 0.135 3.812 3.590  0.195
H3 -0.858 4.478 2.053  -0.067
H4 -3.029 4.801 3.828  0.258
H5 -1.991 3.717 5.003  0.303
H6 -3.158 1.863 4.084  0.371
H7 -1.911 1.883 2.669  -0.065
H8 -4.863 3.346 2.824  0.447
H9 -4.528 1.671 2.027  0.172
H10 -3.857 4.681 0.968  0.468
H11 -2.502 3.367 0.626  -0.632
H12 -4.021 3.468 -1.557  -0.022
H13 -5.561 3.540 -0.473  0.366
H14 -5.270 0.952 0.093  0.306
H15 -5.106 1.194 -1.769  0.338
H16 -3.306 -0.465 -0.366  0.256
H17 -2.370 1.127 0.170  -0.101
H18 -2.443 1.660 -2.730  0.270
H19 -2.970 -0.148 -2.786  0.371
H20 0.835 -1.673 -0.905  0.287
H21 -3.245 -3.374 -3.166  0.344
H22 0.363 -4.167 -1.946  0.341
H23 -0.696 1.995 -4.073  0.458
H24 1.175 2.243 -4.157  0.526
H25 0.894 4.162 -2.106  0.433
H26 -1.750 3.551 -1.420  -0.768
H27 -1.322 5.331 -1.907  0.311
H28 -2.197 4.275 -3.202  0.310
H29 1.537 0.512 -0.345  0.390
H30 3.622 1.555 -0.925  0.047
H31 2.816 2.614 -2.272  0.235
H32 3.006 3.280 1.028  0.350
H33 3.970 4.136 -0.432  0.285
H34 2.116 4.434 -0.260  0.253
O8 1.032 -0.440 3.101  -0.648
C18 0.396 -1.481 3.116  0.366
O9 -0.782 -1.672 2.452  -0.234
C19 -1.300 -2.961 2.778  -0.214
C20 -0.112 -3.760 3.246  -0.282
C21 0.758 -2.711 3.891  0.103
H35 -2.057 -2.845 3.561  0.254
H36 -1.768 -3.405 1.895  0.167
H37 -0.381 -4.578 3.919  0.085
H38 0.410 -4.189 2.383  0.211
H39 0.501 -2.559 4.943  0.398
H40 1.819 -2.947 3.782  -0.194
O10 0.498 -7.525 3.658  -0.598
C22 -0.668 -7.723 3.955  0.550
O11 -1.716 -6.975 3.502  -0.265
C23 -2.916 -7.418 4.134  -0.412
C24 -2.632 -8.827 4.585  -0.501
C25 -1.157 -8.782 4.896  -0.430
H41 -3.136 -6.749 4.973  0.273
H42 -3.745 -7.377 3.422  0.303
H43 -3.248 -9.141 5.431  0.322
H44 -2.811 -9.524 3.757  0.259
H45 -0.968 -8.461 5.924  0.251
H46 -0.675 -9.742 4.695  0.285
O12 4.656 3.041 1.861  -0.616
C26 5.383 2.066 1.764  0.461
O13 5.391 1.215 0.696  -0.240
C27 6.281 0.133 0.966  -0.492
C28 7.225 0.648 2.021  -0.511
C29 6.357 1.601 2.804  -0.328
H47 5.694 -0.723 1.316  0.267
H48 6.807 -0.149 0.050  0.319
H49 7.663 -0.146 2.631  0.312
H50 8.044 1.202 1.547  0.284
H51 5.811 1.092 3.603  0.136
H52 6.937 2.437 3.202  0.325
O14 0.158 -6.013 -8.856  -0.594
C30 0.475 -4.839 -8.760  0.462
O15 1.425 -4.232 -9.531  -0.345
C31 1.614 -2.894 -9.075  -0.446
C32 0.348 -2.543 -8.337  -0.124
C33 -0.076 -3.869 -7.759  -0.221
H53 2.495 -2.868 -8.425  0.270
H54 1.784 -2.233 -9.930  0.303
H55 0.491 -1.763 -7.584  0.037
H56 -0.410 -2.192 -9.047  0.245
H57 0.388 -4.056 -6.787  0.151
H58 -1.164 -3.948 -7.692  0.289
O16 6.430 -1.104 5.642  -0.597
C34 5.794 -2.144 5.657  0.467
O17 4.616 -2.336 4.993  -0.276
C35 4.098 -3.624 5.319  -0.302
C36 5.286 -4.423 5.788  -0.565
C37 6.156 -3.374 6.433  -0.420
H59 3.341 -3.509 6.102  0.245
H60 3.630 -4.069 4.436  0.305
H61 5.017 -5.242 6.460  0.357
H62 5.808 -4.853 4.924  0.276
H63 5.899 -3.222 7.484  0.264
H64 7.217 -3.611 6.324  0.291
O18 -4.267 5.516 -1.922  -0.469
C38 -4.067 6.537 -2.557  0.368
O19 -2.831 7.064 -2.799  -0.280
C39 -2.977 8.313 -3.474  -0.471
C40 -4.340 8.261 -4.113  -0.524
C41 -5.128 7.418 -3.144  -0.396
H65 -2.893 9.119 -2.738  0.260
H66 -2.182 8.426 -4.216  0.320
H67 -4.772 9.251 -4.285  0.331
H68 -4.277 7.747 -5.080  0.275
H69 -5.573 8.021 -2.347  0.273
H70 -5.892 6.828 -3.655  0.290

Results
2S+1: 1
electronic energy: -132582.4607 eV
total charge: 0
LUMO: -0.2 eV
HOMO: -9.0 eV

---

Among the records above, which one has the highest LUMO? C41H69BFN10O2P

---

Which value of total charge does entry 1 give? 0

---

Which formula does entry 2 have? C41H70ClIO19P2S

---

Which of these has the lowest LUMO? C41H70ClIO19P2S